1.
Below is the ion C2H8NSe with charge +1, with properties calculated with ωB97M-V with the def2-TZVPD basis set.

Bonds (Å) are listed after each position.
Element x y z (Å)
1 C -0.04 0.85 -0.86  C2 1.449, H5 1.056, H6 1.077, H7 1.100
2 C -0.16 -0.47 -0.29  C1 1.449, N3 1.543, Se4 2.050, H8 1.175
3 N 0.86 -0.68 0.86  C2 1.543, H9 1.021, H10 1.037, H11 1.048
4 Se -2.03 -0.69 0.50  C2 2.050, H12 1.347
5 H -0.14 1.59 -0.11  C1 1.056
6 H -0.76 1.06 -1.63  C1 1.077
7 H 1.01 0.97 -1.19  C1 1.100
8 H 0.14 -1.25 -1.11  C2 1.175
9 H 0.75 -1.66 1.14  N3 1.021
10 H 0.79 -0.11 1.72  N3 1.037
11 H 1.73 -0.26 0.46  N3 1.048
12 H -2.14 0.65 0.51  Se4 1.347

Calculated values
SMILES string: C[C@@H]([NH3+])[SeH]
net charge: +1
HOMO energy: -13.731 eV
orbital gap: 0.3633 Ha



2.
Below is a cluster of 2 separate species, C2H8NSe2 in total, with properties calculated with ωB97M-V with the def2-TZVPD basis set.

Bonds (Å) are listed after each position.
Element x y z (Å)
1 C 0.66 -0.84 -0.49  N3 1.453, H6 1.111, H7 1.050
2 C -0.74 1.22 -0.29  N3 1.507, Se5 1.983, H8 1.112, H9 1.045
3 N -0.62 -0.21 -0.76  C1 1.453, C2 1.507, H10 1.093, H11 1.003
4 Se 2.84 1.30 0.34  H12 1.456
5 Se -2.69 1.39 0.03  C2 1.983, H13 1.489
6 H 1.30 -1.07 -1.37  C1 1.111
7 H 0.72 -1.37 0.42  C1 1.050
8 H -0.12 1.16 0.63  C2 1.112
9 H -0.38 1.99 -0.89  C2 1.045
10 H -0.93 -0.28 -1.81  N3 1.093
11 H -1.48 -0.44 -0.29  N3 1.003
12 H 2.70 0.46 1.51  Se4 1.456
13 H -2.73 2.59 0.90  Se5 1.489

Calculated values
net charge: +1
HOMO energy (alpha / beta): -13.079 / -13.052 eV
orbital gap (alpha / beta): 0.2282 / 0.2271 Ha



3.
Below is a cluster of 2 separate species, C2H8O2 in total, with properties calculated with ωB97M-V with the def2-TZVPD basis set.

Bonds (Å) are listed after each position.
Element x y z (Å)
1 C 1.64 1.77 -0.19  O2 1.481, H3 1.206, H4 1.144, H5 1.104
2 O 2.14 0.94 -1.32  C1 1.481, H6 0.928
3 H 0.59 1.45 0.30  C1 1.206
4 H 1.69 2.78 -0.73  C1 1.144
5 H 2.39 1.55 0.59  C1 1.104
6 H 1.57 1.06 -2.04  O2 0.928
7 C -1.44 -1.22 1.29  O8 1.466, H9 1.198, H10 1.128, H11 1.051
8 O -2.37 -1.50 0.19  C7 1.466, H12 1.007
9 H -2.06 -1.04 2.29  C7 1.198
10 H -0.86 -0.28 1.03  C7 1.128
11 H -0.75 -2.01 1.25  C7 1.051
12 H -1.98 -2.34 -0.20  O8 1.007

Calculated values
SMILES string: CO.CO
HOMO energy: -10.334 eV
orbital gap: 0.4081 Ha



4.
Below is a cluster of 2 separate species, C2H8O2 in total, with properties calculated with ωB97M-V with the def2-TZVPD basis set.

Bonds (Å) are listed after each position.
Element x y z (Å)
1 C 1.32 0.48 -0.91  O2 1.513, H3 1.143, H4 1.087, H5 1.186
2 O 2.66 1.17 -0.93  C1 1.513, H6 1.043
3 H 0.54 1.16 -0.42  C1 1.143
4 H 1.54 -0.49 -0.48  C1 1.087
5 H 1.01 0.42 -2.06  C1 1.186
6 H 2.74 1.83 -0.12  O2 1.043
7 C -1.96 -0.68 0.75  O8 1.437, H9 1.160, H10 1.073, H11 1.082
8 O -0.75 -1.23 1.30  C7 1.437, H12 0.979
9 H -2.85 -1.22 1.27  C7 1.160
10 H -2.15 -0.67 -0.31  C7 1.073
11 H -2.13 0.29 1.19  C7 1.082
12 H 0.03 -1.07 0.73  O8 0.979

Calculated values
SMILES string: CO.CO
HOMO energy: -10.445 eV
orbital gap: 0.4103 Ha



What did we get for energy relative to the best compared isomer or geometry (same formula, charge and spin)? Answer: 0.297 3.210 1.792 1.600 eV, in the order shown.
What did we get for E? Answer: -69032.09883 -134374.37256 -6296.61817 -6296.81013 eV, in the order shown.